Entry 1:
{"formula": "C57H112BF4N9O5", "method": "ωB97M-V/def2-TZVPD", "symbols": ["C", "C", "C", "C", "C", "C", "N", "O", "C", "C", "C", "H", "H", "H", "H", "H", "H", "H", "H", "H", "H", "H", "H", "H", "H", "H", "H", "H", "H", "C", "C", "C", "C", "C", "C", "N", "O", "C", "C", "C", "H", "H", "H", "H", "H", "H", "H", "H", "H", "H", "H", "H", "H", "H", "H", "H", "H", "H", "C", "C", "C", "C", "C", "C", "N", "O", "C", "C", "C", "H", "H", "H", "H", "H", "H", "H", "H", "H", "H", "H", "H", "H", "H", "H", "H", "H", "H", "C", "C", "C", "C", "C", "C", "N", "O", "C", "C", "C", "H", "H", "H", "H", "H", "H", "H", "H", "H", "H", "H", "H", "H", "H", "H", "H", "H", "H", "C", "C", "C", "C", "C", "C", "N", "O", "C", "C", "C", "H", "H", "H", "H", "H", "H", "H", "H", "H", "H", "H", "H", "H", "H", "H", "H", "H", "H", "C", "C", "N", "C", "C", "N", "C", "C", "H", "H", "H", "H", "H", "H", "H", "H", "H", "H", "H", "C", "C", "N", "C", "C", "N", "C", "C", "H", "H", "H", "H", "H", "H", "H", "H", "H", "H", "H", "B", "F", "F", "F", "F"], "positions_angstrom": [[5.7159, 2.2301, 7.0624], [5.7492, 1.4189, 5.6780], [4.2213, 0.9191, 5.3655], [4.2261, 0.2602, 3.9956], [5.3865, 0.6875, 3.0052], [5.7704, 2.1620, 3.0763], [6.2258, 2.3967, 4.5188], [7.2165, 3.4384, 4.8039], [4.6124, 3.0912, 2.6952], [6.9799, 2.3060, 2.2040], [6.8031, 0.2324, 5.7334], [5.4524, 1.5355, 7.8600], [4.9247, 2.9795, 7.0803], [6.6243, 2.7604, 7.3484], [3.4512, 1.6828, 5.2574], [4.0167, 0.2097, 6.1675], [3.2668, 0.4755, 3.5250], [4.2114, -0.8153, 4.1720], [5.2392, 0.4115, 1.9611], [6.2847, 0.1097, 3.2228], [4.9192, 4.1270, 2.5498], [3.7925, 3.0232, 3.4103], [4.2361, 2.7548, 1.7291], [7.2463, 3.3525, 2.0560], [6.7099, 1.9384, 1.2140], [7.8155, 1.6956, 2.5468], [6.2876, -0.6975, 5.9736], [7.4283, 0.4233, 6.6056], [7.5152, 0.2041, 4.9087], [-2.7237, -6.0963, -1.8252], [-1.6932, -7.2280, -2.0338], [-0.9419, -7.3810, -0.7249], [-0.2093, -8.6331, -0.6120], [-1.0655, -9.8645, -1.0165], [-1.6684, -9.7921, -2.4702], [-2.3278, -8.4390, -2.5148], [-3.2826, -8.3475, -3.3882], [-2.6924, -11.0054, -2.5440], [-0.5645, -9.9286, -3.5432], [-0.5636, -6.8030, -3.1596], [-2.4257, -5.1715, -1.3311], [-3.6015, -6.3295, -1.2226], [-3.2770, -5.9033, -2.7443], [-1.6752, -7.4714, 0.0764], [-0.3533, -6.4972, -0.4784], [0.1673, -8.8662, 0.3839], [0.5885, -8.6033, -1.3541], [-1.7813, -10.1689, -0.2529], [-0.3280, -10.6602, -0.9110], [-3.4209, -10.8379, -3.3373], [-3.3329, -11.1594, -1.6756], [-2.1080, -11.9205, -2.6402], [-0.1959, -10.9523, -3.4770], [0.2377, -9.1911, -3.5174], [-0.8403, -9.9992, -4.5953], [0.3871, -6.8515, -2.6286], [-0.6111, -5.7833, -3.5416], [-0.4867, -7.3642, -4.0909], [-5.2434, 3.9749, 1.0697], [-6.6571, 3.4781, 0.8551], [-7.4970, 4.7973, 1.0022], [-7.2746, 5.8334, 0.0047], [-7.6204, 5.1791, -1.3193], [-6.8479, 3.9153, -1.7066], [-6.8446, 2.9583, -0.6038], [-6.3255, 1.7044, -0.8981], [-5.4712, 4.2775, -2.3862], [-7.7731, 3.2679, -2.7896], [-7.1563, 2.3976, 1.8521], [-4.6892, 3.0390, 0.9994], [-5.0846, 4.3779, 2.0699], [-4.8904, 4.6505, 0.2905], [-7.3269, 5.2395, 1.9838], [-8.5715, 4.6150, 1.0195], [-6.2555, 6.2100, 0.0927], [-7.8425, 6.7468, 0.1816], [-7.5483, 5.8491, -2.1760], [-8.6840, 4.9817, -1.4530], [-4.8940, 3.3779, -2.5998], [-4.7251, 4.8004, -1.7880], [-5.6143, 4.8511, -3.3020], [-8.2079, 3.9639, -3.5070], [-8.6371, 2.6968, -2.4497], [-7.3209, 2.5119, -3.4315], [-6.4474, 1.5719, 1.9139], [-8.0819, 2.0993, 1.3598], [-7.4530, 2.8408, 2.8027], [-1.5535, -2.5367, 5.1639], [-2.5735, -2.9290, 6.2843], [-1.7720, -3.8211, 7.2996], [-1.0383, -3.0562, 8.4248], [-2.0509, -2.2976, 9.3071], [-2.8241, -1.2632, 8.5479], [-3.1856, -1.7593, 7.0405], [-3.4802, -0.6929, 6.2517], [-1.9528, -0.0141, 8.3434], [-4.1111, -0.8459, 9.3266], [-3.8534, -3.7154, 5.7779], [-0.6691, -2.0316, 5.5525], [-1.8321, -1.8941, 4.3287], [-1.1253, -3.4390, 4.7274], [-1.0900, -4.6171, 7.0006], [-2.4630, -4.4478, 7.8635], [-0.3338, -2.4500, 7.8552], [-0.5255, -3.7243, 9.1167], [-1.7080, -1.9974, 10.2972], [-2.7763, -3.0025, 9.7133], [-2.5117, 0.8828, 8.0763], [-1.0573, -0.0540, 7.7232], [-1.5403, 0.3039, 9.3009], [-3.7649, -0.4449, 10.2793], [-4.7016, -1.7473, 9.4904], [-4.7935, -0.1188, 8.8864], [-3.6270, -4.7782, 5.6924], [-4.1467, -3.4331, 4.7668], [-4.7402, -3.6032, 6.4016], [2.4588, 9.7065, -0.9403], [1.8673, 8.9021, -2.1198], [2.7294, 9.5250, -3.2812], [2.4941, 8.7214, -4.6237], [3.0117, 7.2811, -4.2895], [2.3129, 6.4867, -3.1847], [2.2793, 7.4203, -2.0064], [1.9617, 6.7556, -0.7774], [3.1005, 5.1671, -2.8628], [0.9229, 6.0785, -3.6923], [0.2835, 9.1426, -2.3068], [2.3807, 10.7757, -1.1374], [3.4501, 9.5002, -0.5366], [1.8126, 9.5248, -0.0816], [3.7610, 9.5313, -2.9293], [2.3929, 10.5393, -3.4955], [3.2204, 9.0707, -5.3575], [1.4782, 8.7375, -5.0185], [4.0941, 7.2793, -4.1612], [2.9681, 6.7120, -5.2181], [3.4738, 4.7393, -3.7932], [2.5424, 4.4234, -2.2940], [4.0113, 5.3946, -2.3089], [0.4753, 5.5225, -2.8685], [1.0948, 5.3629, -4.4963], [0.2089, 6.8929, -3.8152], [0.1535, 10.2220, -2.2287], [-0.0856, 8.6880, -1.3874], [-0.1035, 8.8072, -3.2690], [5.6195, -2.5455, -2.6212], [4.4027, -3.3356, -2.2714], [4.8255, -4.6824, -1.9425], [4.8852, -5.7402, -2.7492], [5.3927, -6.8384, -2.1130], [5.3582, -6.5052, -0.7407], [5.1276, -5.1267, -0.6579], [5.7158, -7.4169, 0.3229], [5.4020, -1.5651, -3.0450], [6.2233, -3.1992, -3.2507], [6.2749, -2.4194, -1.7594], [3.6249, -3.4399, -3.0280], [3.9091, -2.9681, -1.3718], [4.6103, -5.5984, -3.7839], [5.5216, -7.8277, -2.5267], [5.1222, -4.5827, 0.2750], [6.4379, -8.1699, 0.0072], [4.8391, -7.8635, 0.7920], [6.3799, -6.8748, 0.9961], [-1.1322, 0.0620, -5.4944], [-0.2552, -0.4086, -6.7240], [-0.6472, 0.3082, -7.9295], [-1.6352, 0.0584, -8.8493], [-1.2606, 0.7011, -10.0993], [-0.0940, 1.4133, -9.8912], [0.2510, 1.1582, -8.5962], [0.5986, 2.2533, -10.8910], [-0.9910, 1.0607, -5.0811], [-0.7027, -0.5092, -4.6714], [-2.2106, -0.0885, -5.4446], [-0.5119, -1.4353, -6.9848], [0.7820, -0.3763, -6.3904], [-2.3692, -0.6616, -8.5186], [-1.7237, 0.6411, -11.0732], [1.1752, 1.5690, -8.2173], [0.3120, 3.2725, -10.6320], [0.2172, 2.0434, -11.8903], [1.6756, 2.1046, -10.8124], [-0.9391, 1.1465, 0.3455], [-0.8127, 1.5835, 1.6154], [-1.9968, 0.2545, 0.1365], [-1.1885, 2.2706, -0.3908], [0.2839, 0.6242, -0.0490]], "mulliken_charge": [-1.589, 1.107, -1.136, -0.794, -1.420, 1.409, 0.616, -0.215, -1.576, -1.679, -1.437, 0.424, 0.437, 0.455, 0.328, 0.499, 0.449, 0.395, 0.680, 0.443, 0.438, 0.320, 0.413, 0.394, 0.451, 0.392, 0.327, 0.490, 0.379, -1.787, 1.369, -1.367, -0.566, -1.127, 1.111, 0.831, -0.293, -1.537, -1.563, -1.503, 0.432, 0.455, 0.468, 0.429, 0.454, 0.444, 0.231, 0.423, 0.457, 0.435, 0.393, 0.418, 0.442, 0.362, 0.395, 0.424, 0.376, 0.391, -1.623, 1.363, -1.327, -0.664, -1.488, 1.294, 0.766, -0.266, -1.496, -1.754, -1.548, 0.477, 0.362, 0.348, 0.536, 0.382, 0.353, 0.421, 0.572, 0.554, 0.485, 0.330, 0.403, 0.427, 0.468, 0.414, 0.346, 0.470, 0.385, -1.702, 1.494, -1.314, -0.801, -1.076, 1.202, 0.587, -0.273, -1.647, -1.580, -1.573, 0.351, 0.543, 0.404, 0.559, 0.444, 0.235, 0.465, 0.553, 0.432, 0.478, 0.342, 0.467, 0.395, 0.428, 0.399, 0.368, 0.403, 0.416, -1.581, 0.985, -1.201, -0.617, -1.403, 1.393, 0.719, -0.249, -1.676, -1.491, -1.387, 0.429, 0.410, 0.433, 0.488, 0.466, 0.388, 0.310, 0.503, 0.470, 0.426, 0.415, 0.444, 0.497, 0.398, 0.247, 0.389, 0.421, 0.373, -1.095, -0.609, 0.210, -0.317, -0.475, 0.184, -0.246, -0.904, 0.356, 0.381, 0.342, 0.381, 0.358, 0.500, 0.417, 0.465, 0.381, 0.295, 0.377, -1.112, -0.498, 0.257, -0.281, -0.389, 0.145, -0.336, -0.720, 0.334, 0.361, 0.347, 0.333, 0.378, 0.441, 0.424, 0.367, 0.347, 0.293, 0.310, 0.673, -0.407, -0.446, -0.412, -0.400], "lumo_energy_ev": -13.215, "homo_ev": -19.051, "homo_lumo_gap_ev": 5.8, "total_charge": 6, "largest_force_ev_per_a": 10.31}

=====

Entry 2:
{"formula": "C14H18AsF10N3Pt", "method": "ωB97M-V/def2-TZVPD", "symbols": ["Pt", "C", "C", "N", "C", "C", "C", "C", "N", "C", "C", "F", "C", "F", "C", "C", "F", "C", "F", "H", "H", "H", "H", "H", "H", "H", "H", "H", "H", "H", "H", "H", "H", "H", "F", "As", "F", "F", "F", "F", "F", "C", "C", "N", "H", "H", "H"], "positions_angstrom": [[0.5514, 0.0636, 0.0314], [1.0417, 3.1385, 0.7938], [-0.0243, 3.0231, -0.2765], [0.0235, 1.7260, -1.0367], [0.9422, 1.8594, -2.2285], [0.4219, 2.7266, -3.3608], [-1.3348, 1.3236, -1.5267], [-2.1942, 0.8157, -0.3921], [-1.3744, -0.0036, 0.5046], [-1.9055, -0.7416, 1.4994], [-1.0952, -1.1148, 2.6126], [0.0900, -0.5427, 2.7799], [-1.5482, -1.9685, 3.5889], [-0.7426, -2.2695, 4.5971], [-2.8339, -2.4765, 3.5512], [-3.6721, -2.0767, 2.5220], [-4.9164, -2.5331, 2.4713], [-3.2482, -1.2185, 1.5362], [-4.1133, -0.9097, 0.5743], [0.9011, 4.0761, 1.3315], [2.0451, 3.1494, 0.3670], [0.9782, 2.3227, 1.5138], [0.0892, 3.8254, -1.0046], [-1.0199, 3.1252, 0.1527], [1.1268, 0.8479, -2.5875], [1.8790, 2.2535, -1.8371], [-0.4279, 2.2786, -3.8731], [1.2227, 2.8218, -4.0937], [0.1511, 3.7349, -3.0504], [-1.1742, 0.5254, -2.2518], [-1.8240, 2.1617, -2.0247], [-3.0414, 0.2709, -0.7958], [-2.5904, 1.6422, 0.2069], [-3.1871, -3.1496, 4.3201], [-0.7919, -2.5692, -0.6070], [0.6568, -3.3771, -0.0784], [1.4895, -2.6116, -1.3964], [1.0376, -1.7825, 0.8841], [2.1567, -3.9249, 0.5344], [-0.1636, -3.8658, 1.3432], [0.3178, -4.7871, -0.9488], [4.7886, -1.1866, -0.7867], [3.5224, -0.5064, -0.6116], [2.5063, -0.0051, -0.4632], [5.4288, -0.6239, -1.4636], [4.5809, -2.1733, -1.2026], [5.2747, -1.2940, 0.1817]], "mulliken_charge": [0.468, -1.222, -0.293, -0.022, -0.464, -1.307, -0.997, -0.687, 0.483, 0.177, 0.167, -0.326, 0.199, -0.294, -0.494, 0.276, -0.284, 0.619, -0.284, 0.438, 0.275, 0.262, 0.315, 0.407, 0.352, 0.385, 0.344, 0.425, 0.353, 0.473, 0.401, 0.514, 0.415, 0.518, -0.464, 2.052, -0.474, -0.771, -0.462, -0.447, -0.436, -1.090, 0.745, -0.233, 0.360, 0.312, 0.317], "lumo_energy_ev": [-3.224, -5.809], "homo_ev": [-12.271, -12.551], "homo_lumo_gap_ev": [9.0, 6.7], "total_charge": 1, "largest_force_ev_per_a": 0.32, "multiplicity": 2}